No. 1
{
  "formula": "C4H6N2",
  "method": "ωB97M-V/def2-TZVPD",
  "homo_energy_ev": -9.9457,
  "relative_energy_ev": 3.1048,
  "smiles": "CN1C[C@H]1C#N",
  "total_energy_ha": -265.4215,
  "orbital_gap_ev": 10.826,
  "species": ["N", "N", "C", "C", "C", "C", "H", "H", "H", "H", "H", "H"],
  "positions_angstrom": [[0.801, -0.042, -0.431], [-2.676, 0.284, 0.108], [0.599, 1.257, 0.014], [0.522, -1.228, 0.437], [-1.712, -0.332, -0.070], [-0.412, -0.794, -0.568], [0.256, -0.903, 1.455], [-0.631, -1.260, -1.568], [1.402, -1.975, 0.230], [-0.003, 1.937, -0.771], [0.215, 1.267, 1.156], [1.639, 1.790, 0.008]]
}

---

No. 2
{
  "formula": "C6H13NO3S",
  "method": "ωB97M-V/def2-TZVPD",
  "homo_energy_ev": -8.7005,
  "relative_energy_ev": 5.9659,
  "total_energy_ha": -914.8826,
  "orbital_gap_ev": 8.972,
  "species": ["S", "O", "O", "O", "N", "C", "C", "C", "C", "C", "C", "H", "H", "H", "H", "H", "H", "H", "H", "H", "H", "H", "H", "H"],
  "positions_angstrom": [[0.543, -1.920, -0.294], [4.162, 1.026, 0.466], [-1.744, 1.870, -0.782], [-3.408, 1.454, 0.391], [-2.670, -1.058, 0.994], [1.898, 0.456, 0.274], [-2.263, 1.054, -0.270], [-1.582, -0.315, 0.298], [-0.824, -1.147, -0.946], [1.887, -0.769, -0.603], [3.008, 1.608, 0.032], [1.855, 0.115, 1.403], [-2.208, -1.771, 1.540], [4.519, -0.090, 0.040], [-1.582, -1.790, -1.171], [-3.082, -1.452, 0.156], [0.890, 1.023, 0.129], [3.164, 1.551, -1.197], [2.055, -0.497, -1.647], [2.921, 2.466, 0.524], [-0.517, -0.313, -1.437], [-3.731, 0.636, 1.082], [-0.979, 0.034, 1.254], [2.788, -1.426, -0.156]]
}

---

No. 3
{
  "formula": "C4H7INP",
  "method": "ωB97M-V/def2-TZVPD",
  "homo_energy_ev": -7.9885,
  "relative_energy_ev": 0.0000,
  "smiles": "C[C@@H]1CC=PN1I",
  "total_energy_ha": -850.3304,
  "orbital_gap_ev": 6.922,
  "species": ["I", "P", "N", "C", "C", "C", "C", "H", "H", "H", "H", "H", "H", "H"],
  "positions_angstrom": [[-2.852, 1.921, 0.023], [-1.611, -1.265, -0.817], [-1.465, 0.189, 0.085], [0.625, 1.219, -0.757], [0.542, -0.924, 0.680], [-0.041, 0.453, 0.405], [-0.139, -1.856, -0.280], [0.335, 2.331, -0.882], [0.008, 1.038, 1.444], [0.531, 0.604, -1.667], [0.346, -2.876, -0.267], [1.626, -1.019, 0.819], [1.726, 1.388, -0.562], [0.369, -1.202, 1.775]]
}

---

No. 4
{
  "formula": "C2H4O2",
  "method": "ωB97M-V/def2-TZVPD",
  "homo_energy_ev": -10.4337,
  "relative_energy_ev": 5.8272,
  "smiles": "C#C.OO",
  "total_energy_ha": -228.8924,
  "orbital_gap_ev": 11.164,
  "species": ["O", "O", "C", "C", "H", "H", "H", "H"],
  "positions_angstrom": [[-1.418, 0.423, -0.049], [-2.624, -0.338, -0.341], [2.749, 0.027, -0.249], [1.636, -0.299, 0.069], [3.724, 0.287, -0.542], [0.669, -0.594, 0.396], [-2.797, -0.740, 0.506], [-1.940, 1.234, 0.211]]
}

---

No. 5
{
  "formula": "C21H34AuBCl3N6S3Si",
  "method": "ωB97M-V/def2-TZVPD",
  "homo_energy_ev": [-10.3074, -10.3405],
  "spin_multiplicity": 3,
  "s_squared": 2.025,
  "total_charge": 1,
  "total_energy_ha": -4174.4115,
  "orbital_gap_ev": [8.515, 4.290],
  "species": ["Au", "Cl", "Cl", "Cl", "S", "S", "S", "Si", "N", "N", "N", "N", "N", "N", "C", "C", "C", "C", "C", "C", "C", "C", "C", "C", "C", "C", "C", "C", "C", "C", "C", "C", "C", "C", "C", "B", "H", "H", "H", "H", "H", "H", "H", "H", "H", "H", "H", "H", "H", "H", "H", "H", "H", "H", "H", "H", "H", "H", "H", "H", "H", "H", "H", "H", "H", "H", "H", "H", "H", "H"],
  "positions_angstrom": [[0.440, -1.641, -0.022], [-0.237, -5.061, 0.830], [2.925, -4.099, 0.835], [1.332, -4.532, -2.028], [-0.294, -0.538, 2.233], [2.082, 0.216, -0.881], [-1.605, -0.863, -1.481], [1.139, -3.897, -0.109], [-1.939, 1.163, 0.277], [1.850, 1.196, 2.640], [0.947, 1.135, -3.228], [-3.477, -0.401, 0.521], [-0.085, 1.794, -1.405], [0.405, 1.846, 1.114], [-3.727, 0.596, 1.423], [1.865, 0.467, -4.208], [2.260, -0.828, 4.162], [-2.371, -0.033, -0.199], [-4.368, -1.615, 0.549], [2.727, 0.535, 3.668], [2.809, 1.481, 4.868], [-4.260, -2.208, 1.957], [3.302, 0.952, -3.998], [-5.795, -1.135, 0.271], [1.432, 0.855, -5.618], [1.744, -1.053, -4.068], [2.258, 2.420, 2.148], [-0.106, 1.935, -3.604], [0.693, 0.851, 1.999], [-0.730, 2.346, -2.480], [-4.024, -2.711, -0.451], [0.951, 1.055, -1.867], [1.369, 2.815, 1.222], [-2.780, 1.551, 1.270], [4.106, 0.357, 3.026], [-0.673, 2.032, 0.013], [-6.467, -1.992, 0.289], [-3.032, -3.122, -0.275], [1.498, 1.931, -5.786], [1.355, 3.699, 0.609], [0.708, -1.370, -4.208], [-6.144, -0.421, 1.016], [4.037, -0.276, 2.140], [-1.598, 2.972, -2.361], [4.769, -0.125, 3.743], [2.084, -1.397, -3.096], [-4.589, -1.511, 2.727], [3.359, 2.036, -4.107], [3.679, 0.677, -3.018], [-4.749, -3.515, -0.321], [-0.329, 2.169, -4.627], [-4.890, -3.094, 2.013], [2.358, -1.533, -4.830], [2.109, 0.371, -6.320], [4.555, 1.308, 2.737], [3.235, 2.449, 4.604], [-1.020, 3.178, 0.052], [0.421, 0.513, -5.844], [3.140, 2.920, 2.501], [3.947, 0.497, -4.749], [2.221, -1.557, 3.357], [-5.861, -0.671, -0.714], [1.820, 1.642, 5.298], [3.444, 1.033, 5.632], [-2.625, 2.466, 1.815], [1.289, -0.776, 4.642], [-4.552, 0.560, 2.110], [2.984, -1.177, 4.899], [-3.231, -2.500, 2.172], [-4.091, -2.363, -1.477]]
}

---

No. 6
{
  "formula": "C17H26MoN3O5S4",
  "method": "ωB97M-V/def2-TZVPD",
  "homo_energy_ev": [-16.7869, -16.7870],
  "spin_multiplicity": 3,
  "relative_energy_ev": 2.9424,
  "s_squared": 2.021,
  "total_charge": 3,
  "total_energy_ha": -2863.7508,
  "orbital_gap_ev": [5.140, 4.871],
  "species": ["Mo", "S", "S", "S", "S", "O", "O", "O", "O", "O", "N", "N", "N", "C", "C", "C", "C", "C", "C", "C", "C", "C", "C", "C", "C", "C", "C", "C", "C", "C", "H", "H", "H", "H", "H", "H", "H", "H", "H", "H", "H", "H", "H", "H", "H", "H", "H", "H", "H", "H", "H", "H", "H", "H", "H", "H"],
  "positions_angstrom": [[0.081, 0.082, -0.099], [2.489, 0.488, -0.050], [0.059, 0.637, -2.465], [0.048, 0.541, 2.268], [-2.345, 0.026, -0.202], [0.365, -1.727, -0.043], [-0.101, 2.384, -0.058], [1.577, -8.458, -0.821], [-1.382, -2.245, 1.305], [-0.404, -8.937, -0.099], [0.491, -8.155, -0.359], [-1.851, 3.840, -0.098], [0.285, 4.622, 0.140], [-2.682, 0.757, 1.478], [-0.529, -2.693, 0.591], [-2.658, 1.039, -1.729], [1.227, -5.816, -0.450], [-0.533, 3.579, 0.000], [-1.481, 1.650, -2.515], [1.738, 4.562, 0.314], [2.621, 1.479, 1.518], [1.433, 1.870, -2.443], [-0.247, -4.073, 0.293], [0.230, -6.713, -0.125], [-0.993, -6.344, 0.401], [-1.233, -5.006, 0.625], [-1.573, 1.423, 2.317], [2.670, 1.376, -1.676], [1.352, 1.847, 2.320], [0.983, -4.473, -0.246], [-1.210, 2.638, -2.177], [-1.769, 1.710, -3.564], [0.895, 2.761, 1.978], [1.631, 1.957, 3.367], [-2.506, 3.087, -0.179], [3.385, 2.190, -1.558], [2.161, -6.176, -0.856], [1.018, 2.780, -2.038], [-1.730, -7.101, 0.627], [-0.128, 5.545, 0.167], [3.204, 2.378, 1.319], [-3.149, 0.278, -2.333], [1.744, -3.748, -0.497], [1.718, 2.035, -3.482], [2.107, 3.617, -0.063], [-3.416, 1.800, -1.536], [3.183, 0.600, -2.244], [-2.227, 4.777, -0.051], [-1.893, 1.404, 3.358], [-3.538, 1.427, 1.400], [-2.175, -4.680, 1.048], [3.258, 0.816, 2.103], [-3.035, -0.146, 1.973], [2.015, 4.672, 1.362], [2.200, 5.367, -0.252], [-1.379, 2.450, 2.037]]
}

---

No. 7
{
  "formula": "C21H19NO6",
  "method": "ωB97M-V/def2-TZVPD",
  "homo_energy_ev": -8.7286,
  "relative_energy_ev": 0.9134,
  "smiles": "C=CCc1cccc2cc(C(=O)NCc3ccc(C(=O)OCC)o3)c(=O)oc12",
  "total_energy_ha": -1317.8546,
  "orbital_gap_ev": 8.022,
  "species": ["O", "O", "O", "O", "O", "O", "N", "C", "C", "C", "C", "C", "C", "C", "C", "C", "C", "C", "C", "C", "C", "C", "C", "C", "C", "C", "C", "C", "H", "H", "H", "H", "H", "H", "H", "H", "H", "H", "H", "H", "H", "H", "H", "H", "H", "H", "H"],
  "positions_angstrom": [[0.971, 3.130, 1.297], [-0.103, -3.332, -2.472], [-1.164, -5.341, -4.158], [0.770, 1.948, -0.537], [1.914, -1.537, 1.521], [-3.222, -4.539, -3.696], [1.439, -0.659, -0.508], [1.789, 0.933, 2.736], [-1.880, -4.546, -3.602], [1.063, 1.947, 0.642], [1.673, 2.192, 3.391], [1.249, 3.280, 2.612], [-3.804, -5.538, -4.534], [-1.426, -3.465, -2.725], [-1.173, -1.729, -1.358], [1.105, 4.558, 3.171], [1.632, -0.581, 0.822], [-0.889, 5.571, 2.175], [1.805, 3.640, 5.302], [-1.500, 5.256, 1.050], [1.423, -1.925, -1.193], [1.950, 2.390, 4.751], [0.044, -2.290, -1.647], [1.384, 4.711, 4.516], [0.604, 5.688, 2.317], [-3.791, -5.120, -5.997], [-2.128, -2.491, -2.057], [1.503, 0.791, 1.416], [-4.299, -5.871, -6.595], [2.108, 0.062, 3.291], [-1.356, -0.883, -0.729], [-3.252, -6.475, -4.404], [2.016, 3.798, 6.349], [-3.189, -2.354, -2.074], [1.141, 0.175, -1.004], [0.856, 6.641, 2.787], [2.095, -1.900, -2.058], [1.275, 5.687, 4.966], [-2.765, -5.026, -6.345], [2.273, 1.549, 5.345], [-4.826, -5.653, -4.165], [-0.953, 5.071, 0.140], [-2.572, 5.169, 0.990], [-1.451, 5.738, 3.085], [-4.295, -4.165, -6.120], [1.067, 5.636, 1.331], [1.794, -2.678, -0.487]]
}

---

No. 8
{
  "formula": "CH2N2O2S",
  "method": "ωB97M-V/def2-TZVPD",
  "homo_energy_ev": -9.4868,
  "relative_energy_ev": 4.6905,
  "smiles": "N=C=S.O=NO",
  "total_energy_ha": -697.3786,
  "orbital_gap_ev": 9.724,
  "species": ["S", "O", "O", "N", "N", "C", "H", "H"],
  "positions_angstrom": [[-0.954, -1.645, -1.628], [1.042, -0.256, 1.334], [2.005, -0.439, -0.581], [1.514, 0.353, 0.433], [-1.839, 0.043, 0.335], [-1.440, -0.782, -0.436], [-2.030, 0.060, 1.317], [2.344, 0.152, -1.269]]
}

---

Number 7 is which compound?
C21H19NO6